1.
One molecule with the formula C20H20N2O2, computed with ωB97M-V/def2-TZVPD.

## Properties
Orbital gap in eV: 8.54
Charge: 0
Highest occupied orbital energy in eV: -8.16
Relative energy (zero: lowest compared OMol25 entry of this formula, charge and spin) in eV: 0.3155
LUMO energy in eV: 0.38
Maximum force in eV/A: 0.76

Each line ends with the Mulliken charge.
Cartesian coordinates (Å):
C: 5.80005 0.85429 -1.31554  -1.404
C: 4.79937 1.58830 -0.45533  0.860
O: 4.95835 2.75587 -0.15333  -0.641
C: 3.63152 0.84102 -0.00142  0.004
C: 2.60381 1.44965 0.68838  -0.448
N: 1.64661 0.55804 1.01874  0.372
C: 0.39442 0.85029 1.65037  -1.309
C: -0.73191 0.90508 0.59485  0.798
O: -0.55111 1.38983 -0.49554  -0.626
N: -1.90442 0.38715 1.02612  -0.084
C: -3.09058 0.31012 0.24732  0.277
C: -3.64619 -0.95102 0.01516  0.984
C: -2.97560 -2.18348 0.54600  -1.341
C: -4.81387 -1.03953 -0.72583  -0.874
C: -5.41287 0.09968 -1.23308  -0.794
C: -4.85375 1.33959 -0.99249  -0.807
C: -3.69095 1.46997 -0.24304  0.912
C: -3.11392 2.82180 0.03062  -1.477
C: 2.00762 -0.67245 0.52520  0.137
C: 1.33627 -1.88387 0.61107  -0.590
C: 1.92969 -2.98923 0.04018  -0.739
C: 3.16595 -2.88551 -0.59637  -0.846
C: 3.83738 -1.68453 -0.68207  -0.393
C: 3.26252 -0.54445 -0.12088  0.818
H: 6.26222 0.05650 -0.73797  0.343
H: 5.30199 0.42283 -2.18036  0.395
H: 6.56915 1.54881 -1.64445  0.386
H: 2.52557 2.48654 0.95359  0.473
H: 0.18425 0.10273 2.42185  0.387
H: 0.45956 1.83614 2.12042  0.315
H: -1.91527 -0.13994 1.88735  0.272
H: -1.93717 -2.22224 0.21752  0.246
H: -3.48286 -3.07492 0.18757  0.406
H: -2.99281 -2.20089 1.63742  0.340
H: -5.25013 -2.00939 -0.91430  0.364
H: -6.31843 0.01870 -1.81519  0.386
H: -5.32651 2.22776 -1.38465  0.380
H: -2.22190 2.97203 -0.57735  0.279
H: -3.83421 3.59991 -0.20716  0.459
H: -2.82227 2.91488 1.07626  0.316
H: 0.38005 -1.96348 1.10744  0.365
H: 1.43376 -3.94737 0.08552  0.410
H: 3.60484 -3.77077 -1.03247  0.382
H: 4.79180 -1.64446 -1.18014  0.307

Cartesian forces, eV/Å:
C 0.07 0.33 0.04
C 0.23 0.06 -0.11
O 0.02 0.01 -0.04
C -0.59 0.25 0.39
C 0.60 0.10 -0.27
N -0.01 0.06 0.14
C -0.22 0.09 -0.24
C 0.42 -0.08 0.30
O 0.09 0.04 -0.11
N -0.46 -0.21 0.31
C -0.29 0.01 -0.27
C 0.08 0.07 0.00
C -0.02 0.06 -0.05
C 0.00 0.03 0.02
C -0.03 -0.01 -0.03
C 0.02 -0.05 0.00
C 0.03 -0.03 0.06
C 0.06 0.04 -0.11
C 0.40 -0.44 -0.26
C -0.11 0.03 0.05
C -0.10 -0.03 0.05
C 0.11 -0.09 -0.09
C -0.02 -0.09 -0.01
C -0.33 0.02 0.15
H 0.03 -0.14 0.01
H -0.03 -0.13 -0.07
H -0.01 0.01 0.02
H -0.05 0.18 0.05
H 0.03 0.11 -0.02
H -0.02 -0.16 -0.01
H 0.18 0.11 -0.08
H 0.08 -0.06 0.03
H -0.01 -0.07 0.03
H 0.05 -0.09 0.07
H -0.03 -0.11 -0.01
H -0.08 0.00 -0.05
H -0.04 0.11 -0.02
H 0.01 0.08 0.03
H -0.05 0.05 0.04
H 0.02 0.06 0.06
H -0.11 -0.02 0.04
H -0.05 -0.06 0.01
H 0.05 -0.06 -0.04
H 0.09 0.02 -0.05

=====

2.
C6H12N2O as an isolated structure at a distorted geometry, computed with ωB97M-V/def2-TZVPD.

## Properties
Orbital gap in eV: 7.70
Charge: 0
Highest occupied orbital energy in eV: -7.53
Relative energy (zero: lowest compared OMol25 entry of this formula, charge and spin) in eV: 4.5492
LUMO energy in eV: 0.17
Maximum force in eV/A: 3.52

Each line ends with the Mulliken charge.
Cartesian coordinates (Å):
C: -0.93144 0.28955 -0.08094  0.232
C: -1.68578 -0.93066 0.40173  -1.332
C: -0.78690 0.36172 -1.59349  -1.343
N: 1.84964 0.16624 0.61402  -0.188
C: 0.41211 0.93611 1.21127  0.610
C: 1.54567 -0.81901 -0.09027  0.547
N: 0.65786 2.27755 0.87580  -0.561
C: 1.59344 -2.04480 -0.54022  -0.848
O: 0.09943 0.61456 2.34678  -0.700
H: 2.76444 0.27629 1.06302  0.291
H: -1.50669 1.16685 0.22679  0.310
H: 0.67935 2.49071 -0.11089  0.206
H: 0.26408 2.92660 1.54302  0.244
H: -1.19086 -1.86036 0.11235  0.241
H: -2.70009 -0.95704 -0.01292  0.398
H: -1.81881 -0.90712 1.48500  0.303
H: -1.76190 0.50780 -2.07315  0.411
H: -0.13020 1.17865 -1.90689  0.308
H: -0.40396 -0.57296 -2.00965  0.297
H: 1.67412 -2.24106 -1.59921  0.279
H: 1.37650 -2.85963 0.13787  0.296

Cartesian forces, eV/Å:
C 0.84 1.11 1.49
C 0.07 0.03 0.13
C 0.21 -0.17 0.09
N -1.03 -0.99 -0.69
C -3.17 -0.03 -1.55
C 2.42 -0.52 1.56
N 0.69 -0.01 0.21
C -0.60 0.55 -0.59
O 0.75 -0.19 0.04
H -0.15 -0.13 -0.40
H -0.16 -0.03 -0.08
H -0.29 0.29 0.32
H -0.05 -0.01 -0.44
H -0.01 -0.06 0.04
H 0.07 0.02 -0.16
H 0.26 -0.04 0.01
H 0.04 0.13 0.09
H -0.04 -0.01 -0.09
H 0.15 0.02 -0.01
H 0.02 -0.05 -0.02
H -0.04 0.07 0.05

=====

3.
A 5-piece molecular cluster, H11O5 overall at a distorted geometry, computed with ωB97M-V/def2-TZVPD.

## Properties
Orbital gap in eV: 10.90
Charge: +1
Highest occupied orbital energy in eV: -14.84
Relative energy (zero: lowest compared OMol25 entry of this formula, charge and spin) in eV: 2.2295
LUMO energy in eV: -3.94
Maximum force in eV/A: 1.31

Each line ends with the Mulliken charge.
Cartesian coordinates (Å):
O: 17.19371 13.50156 -10.78212  -0.343
H: 16.97128 12.60044 -10.53693  0.424
H: 16.66632 13.76353 -11.54030  0.425
H: 17.13135 14.08818 -10.02476  0.428
O: 13.18900 14.10822 -9.95192  -0.644
H: 12.56003 14.05196 -10.67127  0.327
H: 12.92676 14.88908 -9.46437  0.323
O: 15.53319 14.41827 -14.17269  -0.633
H: 15.70281 13.95468 -14.99277  0.327
H: 15.02035 15.18395 -14.43147  0.327
O: 17.04247 9.75211 -10.05116  -0.634
H: 16.75422 9.11424 -10.70405  0.327
H: 17.20188 9.23322 -9.26275  0.327
O: 17.06599 15.74469 -7.72619  -0.638
H: 16.13678 15.93254 -7.59387  0.326
H: 17.52127 16.45084 -7.26762  0.331

Cartesian forces, eV/Å:
O 0.73 -0.35 -0.28
H -0.11 -1.25 0.40
H -0.65 0.64 -0.88
H -0.15 0.92 0.86
O 0.48 -0.10 -0.02
H -0.22 -0.08 -0.20
H -0.14 0.18 0.18
O 0.18 -0.14 0.50
H 0.08 -0.17 -0.23
H -0.15 0.25 -0.03
O -0.01 0.56 -0.13
H -0.08 -0.18 -0.22
H 0.07 -0.09 0.28
O -0.04 -0.42 -0.49
H -0.27 0.06 0.13
H 0.26 0.18 0.11

=====

4.
One molecule with the formula C5H9NS at a distorted geometry, computed with ωB97M-V/def2-TZVPD.

## Properties
Orbital gap in eV: 9.30
Charge: 0
Highest occupied orbital energy in eV: -8.65
Relative energy (zero: lowest compared OMol25 entry of this formula, charge and spin) in eV: 2.2720
LUMO energy in eV: 0.65
Maximum force in eV/A: 4.16

Each line ends with the Mulliken charge.
Cartesian coordinates (Å):
C: -1.05566 0.82961 0.40039  -0.477
C: -1.15411 -0.02642 -0.90012  -0.547
N: 0.20440 -0.39025 -1.31749  -0.264
C: 0.78286 -1.18726 -0.31895  -0.440
C: 1.05834 -0.24303 0.99809  -0.531
C: 0.38789 1.01795 0.71568  -0.504
S: 1.03971 1.09269 -1.37508  -0.174
H: -1.66900 1.78918 0.26733  0.255
H: -1.42785 0.22373 1.17871  0.267
H: -1.78089 -0.89774 -0.84087  0.376
H: -1.64759 0.62570 -1.58581  0.294
H: 1.70412 -1.60713 -0.91943  0.277
H: 0.00700 -1.94143 -0.15878  0.326
H: 0.53114 -0.82783 1.84257  0.298
H: 2.17315 -0.40100 1.12803  0.221
H: 0.84647 1.94324 0.88575  0.623

Cartesian forces, eV/Å:
C -0.47 1.33 -0.21
C 0.38 0.41 -0.17
N -1.76 1.84 -1.69
C 1.36 -1.01 -0.82
C 0.61 -4.08 0.58
C 1.10 0.48 -3.37
S -0.31 -0.22 1.33
H 1.08 -1.37 0.48
H -0.98 -0.43 1.22
H -0.14 -0.60 0.45
H 0.10 0.23 -1.03
H -1.26 0.42 2.25
H 0.68 -0.51 0.47
H 0.80 1.00 -0.98
H -1.32 1.30 0.25
H 0.14 1.24 1.24

=====

5.
C5H7N as an isolated structure at a distorted geometry, computed with ωB97M-V/def2-TZVPD.

## Properties
Orbital gap in eV: 10.02
Charge: 0
Highest occupied orbital energy in eV: -9.06
Relative energy (zero: lowest compared OMol25 entry of this formula, charge and spin) in eV: 3.5067
LUMO energy in eV: 0.96
Maximum force in eV/A: 2.78

Each line ends with the Mulliken charge.
Cartesian coordinates (Å):
C: -1.06085 -0.93759 1.28536  -0.493
C: 0.33032 -1.03112 0.74327  -0.484
C: 2.16406 2.18355 -1.45178  0.069
C: -1.33380 -0.38408 -0.15748  -0.457
C: 0.12694 -0.58988 -0.44836  -0.547
N: 2.21307 1.07690 -1.18349  -0.391
H: -1.44482 -1.92530 1.56164  0.274
H: 1.18898 -1.36063 1.18592  0.491
H: 2.05905 3.27314 -1.30593  0.264
H: -1.29611 -0.06792 1.91847  0.195
H: -2.16365 -0.71875 -0.78329  0.334
H: -1.47938 0.69926 -0.12430  0.135
H: 0.69617 -0.21759 -1.24005  0.608

Cartesian forces, eV/Å:
C -0.22 0.34 -1.19
C 0.16 -0.51 1.85
C -0.30 2.24 1.11
C -0.92 1.10 -0.61
C -2.36 0.35 -1.42
N 0.82 -0.53 -0.49
H -0.51 0.56 0.17
H 2.29 -0.67 1.37
H 0.17 -1.15 -0.75
H 0.29 -0.91 0.67
H 0.29 -0.65 0.00
H -0.36 0.19 0.25
H 0.65 -0.36 -0.95

=====

6.
A 2-piece molecular cluster, C3H7NO2 overall, computed with ωB97M-V/def2-TZVPD.

## Properties
Orbital gap in eV: 9.56
Charge: 0
Highest occupied orbital energy in eV: -8.61
Relative energy (zero: lowest compared OMol25 entry of this formula, charge and spin) in eV: 3.0634
LUMO energy in eV: 0.95
Maximum force in eV/A: 0.62

Each line ends with the Mulliken charge.
Cartesian coordinates (Å):
C: 0.60697 1.74616 0.91205  -1.030
C: -0.65704 1.44125 0.60197  0.171
O: -1.34964 1.84700 -0.48511  -0.456
C: -0.13785 -1.47318 -0.18912  -0.302
O: 1.11497 -1.08072 -0.44638  -0.406
N: -0.29072 -2.69956 -0.68365  -0.169
H: 1.08705 1.25943 1.76067  0.351
H: 1.23072 2.34648 0.24295  0.311
H: 1.17327 -0.17573 -0.08893  0.395
H: -1.23674 0.74970 1.20088  0.369
H: -0.77260 2.37750 -1.05362  0.298
H: -1.19627 -3.12153 -0.58760  0.259
H: 0.42788 -3.21682 -1.18411  0.208

Cartesian forces, eV/Å:
C 0.20 -0.27 -0.42
C 0.27 -0.26 0.16
O 0.20 0.22 -0.01
C 0.15 -0.55 -0.26
O -0.12 0.29 0.13
N -0.20 0.12 0.09
H -0.24 0.34 -0.10
H -0.21 -0.01 0.30
H 0.06 -0.13 -0.05
H -0.03 0.19 -0.02
H -0.13 -0.06 0.12
H 0.06 -0.07 -0.02
H -0.01 0.17 0.09

=====

7.
C7H16AlBO3 as an isolated structure at a distorted geometry, computed with ωB97M-V/def2-TZVPD.

## Properties
Orbital gap in eV: 3.17
Charge: +2
Highest occupied orbital energy in eV: -16.69
LUMO energy in eV: -13.53
Maximum force in eV/A: 4.98

Each line ends with the Mulliken charge.
Cartesian coordinates (Å):
Al: -0.63739 -1.45527 1.99757  1.194
B: 2.29449 -1.64437 1.85834  0.052
H: 1.96384 -0.57265 2.20366  0.052
H: 1.94206 -2.52835 2.48849  -0.102
H: 1.91702 -1.86325 0.79789  -0.047
H: 3.45727 -1.60743 1.82978  0.240
O: 0.75196 1.10958 1.48435  -0.478
C: 1.15409 2.11451 0.89476  0.473
O: 2.13744 2.09736 0.06170  -0.308
C: 2.45717 3.37558 -0.48815  -0.372
C: 1.72117 4.39866 0.41759  -0.519
C: 0.70941 3.52824 1.18490  -0.324
H: 2.07510 3.40484 -1.50657  0.297
H: 3.51343 3.61687 -0.41503  0.315
H: 1.10338 5.14478 -0.08098  0.294
H: 2.37727 4.94123 1.09363  0.325
H: -0.34148 3.69121 0.95373  0.366
H: 0.86348 3.63658 2.26047  0.274
C: -1.87898 -3.73284 -2.03663  -1.095
C: -2.79258 -3.03612 -1.08376  0.754
O: -2.50048 -2.62624 0.02777  -0.492
C: -4.13955 -2.65296 -1.68191  -0.942
H: -1.65257 -3.03589 -2.84444  0.350
H: -2.19676 -4.70952 -2.39962  0.371
H: -0.95546 -3.96473 -1.50011  0.317
H: -4.96614 -3.00520 -1.06615  0.355
H: -4.19077 -3.05886 -2.68971  0.324
H: -4.18641 -1.56578 -1.76157  0.325

Cartesian forces, eV/Å:
Al 1.27 -0.16 -0.74
B -3.98 -2.95 -0.57
H 0.54 3.27 1.68
H -0.85 -0.82 1.31
H 0.16 -0.75 -2.20
H 2.27 1.85 -0.37
O -0.02 -1.26 0.07
C 0.46 1.04 0.15
O 0.38 -1.58 0.06
C -0.55 2.46 0.22
C -1.02 -0.21 -0.15
C 0.25 -0.07 0.77
H 0.29 -0.17 -0.05
H 0.13 -0.83 -0.30
H 0.50 0.01 -0.53
H 0.13 -0.25 0.00
H 0.03 -0.05 -0.03
H -0.40 0.01 0.08
C 1.52 -0.43 1.12
C -0.57 0.45 -0.78
O 0.29 0.27 0.53
C 0.09 -0.17 -0.07
H -0.19 -0.15 -0.20
H -0.70 0.32 -0.22
H 0.15 0.23 -0.11
H 0.04 0.02 0.02
H -0.20 -0.11 0.09
H 0.01 0.02 0.21

=====

8.
A 2-piece molecular cluster, C2H3NO overall at a distorted geometry, computed with ωB97M-V/def2-TZVPD.

## Properties
Orbital gap in eV: 10.73
Charge: 0
Highest occupied orbital energy in eV: -9.75
Relative energy (zero: lowest compared OMol25 entry of this formula, charge and spin) in eV: 2.3222
LUMO energy in eV: 0.98
Maximum force in eV/A: 2.86

Each line ends with the Mulliken charge.
Cartesian coordinates (Å):
C: 0.57753 -1.14248 -0.55621  -0.135
C: -0.13389 1.41628 -0.12781  -0.098
N: 0.24054 -1.94901 0.21770  -0.131
O: 0.08523 1.58121 1.02430  -0.386
H: -0.75701 0.53617 -0.38166  0.230
H: 0.22923 2.13695 -0.92578  0.255
H: -0.24164 -2.57912 0.74945  0.264

Cartesian forces, eV/Å:
C 0.38 -0.94 0.25
C -0.80 0.08 -1.05
N 1.06 1.92 -1.84
O 0.68 0.63 1.44
H -0.01 0.67 -0.72
H -0.24 -0.75 0.44
H -1.06 -1.60 1.48

=====

Please write out number 7 again, unchanged.
C7H16AlBO3 as an isolated structure at a distorted geometry, computed with ωB97M-V/def2-TZVPD.

## Properties
Orbital gap in eV: 3.17
Charge: +2
Highest occupied orbital energy in eV: -16.69
LUMO energy in eV: -13.53
Maximum force in eV/A: 4.98

Each line ends with the Mulliken charge.
Cartesian coordinates (Å):
Al: -0.63739 -1.45527 1.99757  1.194
B: 2.29449 -1.64437 1.85834  0.052
H: 1.96384 -0.57265 2.20366  0.052
H: 1.94206 -2.52835 2.48849  -0.102
H: 1.91702 -1.86325 0.79789  -0.047
H: 3.45727 -1.60743 1.82978  0.240
O: 0.75196 1.10958 1.48435  -0.478
C: 1.15409 2.11451 0.89476  0.473
O: 2.13744 2.09736 0.06170  -0.308
C: 2.45717 3.37558 -0.48815  -0.372
C: 1.72117 4.39866 0.41759  -0.519
C: 0.70941 3.52824 1.18490  -0.324
H: 2.07510 3.40484 -1.50657  0.297
H: 3.51343 3.61687 -0.41503  0.315
H: 1.10338 5.14478 -0.08098  0.294
H: 2.37727 4.94123 1.09363  0.325
H: -0.34148 3.69121 0.95373  0.366
H: 0.86348 3.63658 2.26047  0.274
C: -1.87898 -3.73284 -2.03663  -1.095
C: -2.79258 -3.03612 -1.08376  0.754
O: -2.50048 -2.62624 0.02777  -0.492
C: -4.13955 -2.65296 -1.68191  -0.942
H: -1.65257 -3.03589 -2.84444  0.350
H: -2.19676 -4.70952 -2.39962  0.371
H: -0.95546 -3.96473 -1.50011  0.317
H: -4.96614 -3.00520 -1.06615  0.355
H: -4.19077 -3.05886 -2.68971  0.324
H: -4.18641 -1.56578 -1.76157  0.325

Cartesian forces, eV/Å:
Al 1.27 -0.16 -0.74
B -3.98 -2.95 -0.57
H 0.54 3.27 1.68
H -0.85 -0.82 1.31
H 0.16 -0.75 -2.20
H 2.27 1.85 -0.37
O -0.02 -1.26 0.07
C 0.46 1.04 0.15
O 0.38 -1.58 0.06
C -0.55 2.46 0.22
C -1.02 -0.21 -0.15
C 0.25 -0.07 0.77
H 0.29 -0.17 -0.05
H 0.13 -0.83 -0.30
H 0.50 0.01 -0.53
H 0.13 -0.25 0.00
H 0.03 -0.05 -0.03
H -0.40 0.01 0.08
C 1.52 -0.43 1.12
C -0.57 0.45 -0.78
O 0.29 0.27 0.53
C 0.09 -0.17 -0.07
H -0.19 -0.15 -0.20
H -0.70 0.32 -0.22
H 0.15 0.23 -0.11
H 0.04 0.02 0.02
H -0.20 -0.11 0.09
H 0.01 0.02 0.21